Entry 1:
ORCA calculation (wB97M-V/def2-TZVPD) on one molecule with the formula C3O2.

The LUMO energy (alpha / beta) is -2.244 / -2.245 eV. The HOMO-LUMO gap (alpha / beta) comes out at 8.28 / 8.28 eV. The calculation puts the relative energy (zero: lowest compared OMol25 entry of this formula, charge and spin) at 192.87 kcal/mol.

```
5
Properties=species:S:1:pos:R:3:forces:R:3:mulliken_charge:R:1
C -0.3179 -0.0859 -0.0267 -0.3 -0.3 0.1 0.351
C -1.1167 -1.2334 -0.3733 -0.6 -1.2 -0.9 -0.063
C 0.7851 0.4881 0.0203 9.2 7.3 -2.3 0.185
O 2.0667 1.4551 -0.3158 -8.0 -6.1 2.3 -0.402
O -1.4172 -0.6240 0.6955 -0.4 0.4 0.9 -0.071
```
Forces are in eV/Å.


Entry 2:
ORCA calculation (wB97M-V/def2-TZVPD) on an isolated ion of composition C3O2S3 and charge -2.

The LUMO energy is 5.726 eV. The HOMO-LUMO gap comes out at 5.95 eV. Its net charge is -2. The calculation puts the relative energy (zero: lowest compared OMol25 entry of this formula, charge and spin) at 0.00 kcal/mol. The SMILES is O=C(C([O-])=S)C(=S)[S-].

```
8
Properties=species:S:1:pos:R:3:forces:R:3:mulliken_charge:R:1
O -0.2557 0.1297 1.7651 0.2 0.0 -0.5 -0.552
C -0.0647 0.0603 0.5595 -0.5 0.3 0.7 0.306
C -1.2693 0.3204 -0.3942 0.4 -0.3 0.1 0.350
O -1.4020 1.3476 -1.0396 0.4 0.5 0.0 -0.606
S -2.3022 -1.0139 -0.3406 -0.8 -0.7 -0.1 -0.585
C 1.3047 -0.2333 0.0106 0.2 0.3 -0.4 0.020
S 2.2910 1.1215 0.0308 0.2 0.3 0.1 -0.487
S 1.6982 -1.7322 -0.5917 -0.1 -0.4 0.0 -0.445
```
Forces are in eV/Å.


Number 1: calculated total energy -264.4395 a.u., largest force on an atom 11.96 eV Å⁻¹. Number 2: calculated total energy -1459.3782 a.u., largest force on an atom 1.10 eV Å⁻¹.